Entry 1:
29
Properties=species:S:1:pos:R:3 method="wB97M-V/def2-TZVPD" e_homo_ev=-8.60 e_lumo_ev=0.78 mol_weight_da=191.300 spin_multiplicity=1 homo_lumo_gap_ha=0.3449 e_tot_ev=-24883.58658
C 2.8525 0.1127 -0.2266
C 2.1433 -1.1385 1.5437
C 3.3245 1.1985 0.8509
C 2.8642 -0.3522 2.6138
C -3.4926 0.1724 0.0161
C -2.6358 -1.4867 -1.7805
C -2.9664 -0.0993 -1.4448
N -0.3659 0.1458 -0.7752
N -1.9231 2.1263 -0.7798
N 2.0447 -0.9624 0.3095
O 3.8553 0.5106 2.0033
S -1.4779 1.0624 -1.7246
H 2.1712 0.7129 -0.9263
H 3.7308 -0.3144 -0.7275
H 1.4758 -1.9070 2.0313
H 0.4382 -0.1542 -1.2574
H 4.2078 1.7610 0.5239
H 2.4577 1.7645 1.1557
H 2.1731 0.2154 3.2514
H 3.4495 -0.8737 3.3727
H -3.2787 1.1873 0.0946
H -4.5034 -0.2219 0.1135
H -2.8221 -0.5186 0.7407
H -1.9476 -1.7256 -2.7106
H -3.5025 -2.0723 -1.9233
H -2.0395 -1.9330 -0.9742
H -3.7161 0.3241 -2.1328
H -0.7301 -0.6726 -0.2764
H -1.7869 3.1384 -0.9614


Entry 2:
26
Properties=species:S:1:pos:R:3 method="wB97M-V/def2-TZVPD" e_homo_ev="-11.87 / -11.87" e_lumo_ev="-5.19 / -5.19" mol_weight_da=138.234 spin_multiplicity=1 homo_lumo_gap_ha="0.2456 / 0.2456" e_tot_ev=-11069.52364 total_charge=+1
C -1.1458 0.7555 1.6310
C -0.0533 0.1825 1.0091
C -2.2004 1.6347 1.2599
C 0.0614 -0.8908 0.1719
C -2.4104 2.1593 0.0193
C -3.5308 3.0829 -0.2844
C 1.2388 -1.8185 -1.6212
C 1.7058 -2.3872 0.6436
C 2.4359 -0.3411 -0.4336
N 1.4083 -1.3663 -0.2801
H -1.0755 0.7543 2.7015
H 0.8663 0.0782 1.6537
H -2.8750 1.7591 2.0408
H -1.7446 1.7948 -0.7150
H -3.4108 3.9566 0.2073
H -4.4509 2.7071 0.1371
H -3.5859 3.3544 -1.4044
H 0.3444 -2.3790 -1.7738
H 0.9719 -0.9138 -2.1556
H 2.2258 -2.2213 -2.0521
H 1.1146 -3.2551 0.4471
H 2.7465 -2.7453 0.5633
H 1.4598 -1.8995 1.6055
H 3.0080 -0.3913 0.6210
H 3.2505 -0.6610 -1.0947
H 1.8977 0.5911 -0.6636


Entry 3:
67
Properties=species:S:1:pos:R:3 method="wB97M-V/def2-TZVPD" e_homo_ev="-6.10 / -5.61" s2=1.022 e_lumo_ev="0.31 / 0.25" mol_weight_da=634.627 spin_multiplicity=2 homo_lumo_gap_ha="0.2356 / 0.2154" e_tot_ev=-216023.32546
Ti 0.4057 0.1266 0.3767
C -0.6914 4.4704 -0.4320
Se 0.4542 3.0347 0.2926
C 2.0243 3.5408 -0.7893
C 2.1302 2.8100 -2.1155
Se 3.6621 1.5713 -2.1754
C 3.6800 1.3325 -4.1120
H -0.1927 5.4235 -0.2665
H -1.6386 4.4543 0.0991
H -0.8626 4.3094 -1.4943
H 2.8939 3.3437 -0.1577
H 1.9437 4.6212 -0.9360
H 2.3030 3.5144 -2.9313
H 1.2422 2.2030 -2.3278
H 3.7985 2.3003 -4.5910
H 2.7527 0.8512 -4.4118
H 4.5217 0.6920 -4.3583
C -2.2855 1.1065 -1.7602
Si -2.8381 0.4283 -0.0568
C -2.9060 1.9390 1.1272
C -4.6086 -0.2863 -0.1745
C -1.5216 -0.7369 0.5915
C -1.2876 -0.5725 2.0349
C -2.2163 -0.7057 3.0612
C -1.8007 -0.5709 4.3769
C -0.4600 -0.2971 4.6312
C 0.4002 -0.1341 3.5641
N 0.0009 -0.2642 2.2964
Si -1.4368 -2.5677 0.1475
C -1.3782 -2.9211 -1.7285
C -2.9144 -3.5877 0.8331
C 0.1440 -3.2630 0.9970
H -2.9882 1.8406 -2.1412
H -2.1988 0.3146 -2.4979
H -1.3032 1.5767 -1.6656
H -3.3950 2.7868 0.6585
H -1.8968 2.2488 1.4160
H -3.4486 1.7160 2.0397
H -5.3307 0.4928 -0.3962
H -4.9097 -0.7606 0.7543
H -4.6734 -1.0350 -0.9565
H -3.2462 -0.9233 2.8259
H -2.5049 -0.6873 5.1884
H -0.0953 -0.2053 5.6428
H 1.4447 0.1165 3.7182
H -1.8378 -2.1259 -2.3028
H -1.9130 -3.8391 -1.9449
H -0.3611 -3.0341 -2.0896
H -3.8393 -3.3323 0.3252
H -3.0636 -3.4185 1.8956
H -2.7438 -4.6515 0.6916
H 0.9411 -2.5133 0.9917
H 0.5121 -4.1563 0.5024
H -0.0568 -3.5237 2.0330
C 3.5631 -2.3121 -0.6937
N 2.9178 -1.2203 -0.0036
C 3.5944 -0.2552 0.6120
N 4.9414 -0.3066 0.7375
S 2.7425 1.0089 1.3319
H 2.7886 -3.0033 -1.0219
H 4.2455 -2.8322 -0.0173
H 4.1178 -1.9710 -1.5752
H 1.9588 -0.8373 -0.4479
H 5.4716 -0.8511 0.0778
H 5.3853 0.5110 1.1223
S 1.0586 -0.7923 -2.9394
C 0.8048 -0.1912 -1.4813


Entry 4:
81
Properties=species:S:1:pos:R:3 method="wB97M-V/def2-TZVPD" e_homo_ev=-11.42 e_lumo_ev=-8.57 mol_weight_da=762.191 spin_multiplicity=1 homo_lumo_gap_ha=0.1047 e_tot_ev=-58404.97567 total_charge=+1
Hg -0.1758 -0.6100 -0.0300
C 0.5084 -1.4979 6.2893
C 1.5197 -1.5910 5.1549
O 0.9294 -1.5233 3.8916
H 0.9710 -1.5623 7.2741
H -0.2949 -2.2345 6.2761
H 0.0873 -0.4948 6.2232
H 2.0756 -2.4997 5.3858
H 2.3041 -0.8405 5.2528
O 0.7299 -2.8289 -4.2214
C 0.9579 -3.2057 -5.3523
O 2.2376 -3.1726 -5.8681
C 2.3290 -3.6168 -7.2584
C 0.8704 -3.9697 -7.6657
C 0.0569 -3.7992 -6.3881
H 3.0893 -4.3765 -7.4397
H 2.5331 -2.7281 -7.8556
H 0.9444 -5.0370 -7.8742
H 0.4573 -3.4607 -8.5365
H -0.3125 -4.7734 -6.0679
H -0.8183 -3.1731 -6.5616
O 4.3380 0.5129 -0.4814
C 5.4123 0.9683 -0.1575
O 6.3235 1.4311 -1.1048
C 7.4400 1.9927 -0.3804
C 6.9424 2.1230 1.0659
C 5.7926 1.1467 1.2719
H 7.7062 2.9230 -0.8822
H 8.2252 1.2387 -0.3258
H 6.5930 3.1410 1.2378
H 7.7553 2.0165 1.7841
H 4.9163 1.5625 1.7693
H 6.2010 0.2524 1.7427
O -4.1759 0.7247 1.8673
C -5.2792 0.9181 2.4548
O -6.3470 1.4838 1.8374
C -7.6210 1.1631 2.4515
C -7.1640 0.2001 3.5724
C -5.6876 0.5513 3.8528
H -8.2958 0.6267 1.7844
H -8.2013 1.9771 2.8860
H -7.1697 -0.8635 3.3337
H -7.8265 0.3278 4.4285
H -5.1181 -0.2408 4.3392
H -5.5713 1.3502 4.5852
O -2.5147 -4.3624 0.6998
C -2.5702 -5.4265 1.2980
O -2.1676 -6.6050 0.7912
C -2.2932 -7.7072 1.6837
C -2.7269 -7.0600 3.0068
C -3.2359 -5.6659 2.6523
H -1.3471 -8.2216 1.8523
H -2.9503 -8.4349 1.2076
H -1.8744 -6.8583 3.6554
H -3.3682 -7.7948 3.4934
H -2.9258 -4.9407 3.4047
H -4.3206 -5.6382 2.5488
O 0.6763 3.8536 1.8647
C 0.6596 4.8657 2.4426
O 1.4254 5.9018 2.1033
C 1.1339 7.0125 2.8305
C -0.1760 6.6677 3.6942
C -0.1668 5.1926 3.6755
H 0.8568 7.9362 2.3226
H 1.9304 7.2356 3.5403
H -1.1397 6.9943 3.3035
H 0.0097 7.0390 4.7020
H -1.1276 4.7122 3.4908
H 0.2547 4.6527 4.5234
O -0.2802 2.2675 -3.6751
C 0.0018 2.6954 -4.7742
O -0.7955 2.5678 -5.7947
C -0.1793 2.9654 -6.9979
C 1.3496 3.0354 -6.7616
C 1.3251 3.2662 -5.2280
H -0.4599 3.9838 -7.2664
H -0.2753 2.2102 -7.7780
H 1.7060 3.9420 -7.2508
H 1.8302 2.1447 -7.1663
H 1.4207 4.3119 -4.9354
H 2.1265 2.7295 -4.7203


Energy above the lowest of the compared OMol25 structures with the same formula, charge and spin
In order: 88.1; 158.2; 40.7; 184.7
Unit: kcal per mole